Record 1
Molecular formula: C4H8N2O2S
Method: DFT, wB97M-V/def2-TZVPD

Summary:
HOMO energy (alpha / beta) in eV: -9.70 / -9.70
Energy relative to the best compared isomer or geometry (same formula, charge and spin) in kJ/mol: 363.8
Max |F| in eV/Å: 4.18

ORCA input file:
```
! wB97M-V def2-TZVPD RIJCOSX def2/J DEFGRID3
* xyz 0 1
S -1.98534 -1.11123 0.74796
O -2.80940 -1.07712 1.89478
O -2.11134 -2.10454 -0.30773
N -2.03642 0.42212 0.02605
N 0.35670 -0.78034 1.18291
C 1.39896 1.28254 0.60616
C 0.37638 0.12811 0.12673
C -0.86677 0.86317 -0.20677
C 0.72397 -0.47021 -1.26894
H -0.82943 1.74882 -0.80398
H 0.61600 -1.70409 0.80646
H 1.51367 1.26074 1.63971
H 0.71557 0.43984 -1.95842
H 1.68136 -0.92752 -1.11575
H 2.30453 0.96713 0.10471
H 0.01175 -1.12842 -1.63477
H 0.93982 2.19099 0.16089
*
```



Record 2
Molecular formula: C4H8N2O2S
Method: DFT, wB97M-V/def2-TZVPD

Summary:
HOMO energy in eV: -8.88
Energy relative to the best compared isomer or geometry (same formula, charge and spin) in kJ/mol: 310.3
Max |F| in eV/Å: 4.14

ORCA input file:
```
! wB97M-V def2-TZVPD RIJCOSX def2/J DEFGRID3
* xyz 0 1
S -1.36857 1.27158 -0.10579
O -1.05844 1.29185 1.35074
O -0.15398 -2.12574 0.37050
N -2.59784 -0.96033 0.15138
N -1.61523 -0.33153 -0.66191
C 0.33289 1.20817 -0.95933
C 1.93386 0.19798 0.69377
C 1.03096 -0.06417 -0.50262
C -0.00296 -1.08498 -0.16918
H 0.87518 2.16595 -0.60890
H -2.16302 -1.17194 1.11988
H 2.33935 -0.78470 1.16718
H 1.23456 0.73057 1.40912
H -2.89275 -1.77576 -0.34680
H -0.12665 1.09812 -2.01280
H 1.58748 -0.56541 -1.23012
H 2.64516 0.90036 0.33491
*
```



Record 3
Molecular formula: C4H8N2O2S2
Method: DFT, wB97M-V/def2-TZVPD

Summary:
HOMO energy in eV: -8.80
Energy relative to the best compared isomer or geometry (same formula, charge and spin) in kJ/mol: 320.9
Max |F| in eV/Å: 7.93

ORCA input file:
```
! wB97M-V def2-TZVPD RIJCOSX def2/J DEFGRID3
* xyz 0 1
S 0.58423 1.19898 -0.90073
S -0.75790 1.44834 0.61922
O -1.23434 -1.23431 -0.97455
O 3.51608 -0.87984 0.65615
N 1.38740 -1.60174 0.08665
N -3.51061 -0.80227 -0.24065
C 2.38904 -0.71780 0.18908
C -1.63090 -0.02135 1.17435
C 2.09115 0.66818 -0.37424
C -2.15972 -0.78517 -0.01493
H -3.64683 -1.13013 -1.25454
H 2.75209 0.57603 -1.19224
H 1.40984 -2.65816 0.36164
H -4.57932 -0.33852 0.38170
H 2.48305 1.45960 0.37892
H -2.52311 0.36428 1.73009
H -1.06005 -0.53548 2.05723
H 0.41420 -1.21674 -0.17890
*
```



Record 4
Molecular formula: C4H8N2O3
Method: DFT, wB97M-V/def2-TZVPD

Summary:
HOMO energy in eV: -9.81
Energy relative to the best compared isomer or geometry (same formula, charge and spin) in kJ/mol: 214.5
Max |F| in eV/Å: 0.78

ORCA input file:
```
! wB97M-V def2-TZVPD RIJCOSX def2/J DEFGRID3
* xyz 0 1
O 1.36440 0.67494 -1.89669
O -0.48849 -3.14805 1.17139
O -1.20801 0.83279 0.13823
N -1.90503 -1.41335 1.36528
N 0.94211 0.91999 -0.57277
C -0.08284 -1.26717 -0.26085
C -0.83956 -2.03600 0.84591
C 1.02664 2.31636 -0.19335
C -0.22202 0.23331 -0.23708
H 2.03444 2.66423 -0.41297
H -2.43003 -1.87828 2.09209
H 0.29976 2.94227 -0.71694
H 0.96781 -1.55268 -0.20863
H 0.84486 2.37214 0.87723
H -0.47774 -1.64766 -1.20856
H -2.13556 -0.46806 1.08914
H 2.30926 0.45521 -1.87141
*
```



Record 5
Molecular formula: C4H8N2O3
Method: DFT, wB97M-V/def2-TZVPD

Summary:
HOMO energy in eV: -8.24
Energy relative to the best compared isomer or geometry (same formula, charge and spin) in kJ/mol: 379.7
Max |F| in eV/Å: 4.25

ORCA input file:
```
! wB97M-V def2-TZVPD RIJCOSX def2/J DEFGRID3
* xyz 0 1
O -1.28826 -0.43153 0.81269
O 0.79024 -1.36294 1.01332
O 1.89584 0.36549 -0.66568
N 0.53467 1.80769 1.18847
N -0.02732 1.36117 -1.38148
C -0.45978 -1.64657 -1.05682
C -0.17616 -0.83612 0.19625
C 0.72627 0.65793 -0.49700
C -0.15233 1.48798 2.09318
H -0.35065 1.75465 3.11563
H -1.07942 -0.07331 1.75927
H 1.65180 -1.09306 0.63574
H 0.46306 -1.80450 -1.60969
H -1.18492 -1.13949 -1.68596
H -0.86878 -2.60775 -0.74461
H -0.93719 1.67100 -1.08524
H 0.46294 1.88935 -2.08807
*
```



Record 6
Molecular formula: C4H8N2O3
Method: DFT, wB97M-V/def2-TZVPD

Summary:
HOMO energy in eV: -9.08
Energy relative to the best compared isomer or geometry (same formula, charge and spin) in kJ/mol: 159.7
Max |F| in eV/Å: 4.38

ORCA input file:
```
! wB97M-V def2-TZVPD RIJCOSX def2/J DEFGRID3
* xyz 0 1
O -1.77407 0.38482 0.67212
O -1.50274 -0.45353 2.85603
O 1.31424 1.72741 -1.63371
N 0.99215 0.88619 0.46460
N -0.66191 -0.66582 -1.69552
C 0.42405 -0.10236 1.45744
C 0.76351 -0.58908 -1.46115
C -1.03927 -0.06727 1.75826
C 1.16098 0.74618 -0.87784
H -1.26668 -0.38840 -0.96278
H 1.29282 -0.69453 -2.44643
H -0.97234 -0.20193 -2.56144
H 1.11100 -1.43626 -0.97317
H 1.31138 1.75627 0.93842
H 0.88445 0.11999 2.36435
H -2.75002 0.14133 0.76211
H 0.71245 -1.16300 1.33870
*
```



Record 7
Molecular formula: C4H8N2O4S
Method: DFT, wB97M-V/def2-TZVPD

Summary:
HOMO energy (alpha / beta) in eV: -0.62 / 0.42
Max |F| in eV/Å: 1.42

ORCA input file:
```
! wB97M-V def2-TZVPD RIJCOSX def2/J DEFGRID3
* xyz -2 1
S 1.90028 1.38751 0.72164
O 2.80376 -1.53766 2.74275
O 2.43191 -1.65454 0.54011
O 1.15677 2.54360 1.26206
O 3.17300 1.78748 0.08850
N 1.90843 0.23048 1.75360
N 0.11654 0.33242 -1.38889
C 2.43316 -1.08713 1.63856
C -1.74733 -1.23888 -1.27648
C -0.90141 -0.16603 -0.53221
C -1.80359 0.99861 -0.10555
H -2.13441 -0.80531 -2.20275
H -2.17725 1.51344 -0.99139
H -0.50755 -0.64574 0.38622
H -2.57956 -1.59578 -0.66853
H 0.89139 -0.33070 -1.40141
H -2.64806 0.65161 0.49417
H -1.20772 1.69717 0.47591
H -1.10836 -2.08054 -1.53631
*
```



Record 8
Molecular formula: C4H8N2OS
Method: DFT, wB97M-V/def2-TZVPD

Summary:
HOMO energy in eV: -9.08
Energy relative to the best compared isomer or geometry (same formula, charge and spin) in kJ/mol: 186.0
Max |F| in eV/Å: 4.57

ORCA input file:
```
! wB97M-V def2-TZVPD RIJCOSX def2/J DEFGRID3
* xyz 0 1
S -0.67097 2.13204 -1.06937
O 1.79825 0.14191 -0.26795
N -0.28484 -2.64428 0.53954
N 1.23069 -1.58558 1.81656
C 0.34878 -1.57507 0.76964
C 0.44875 -0.32228 -0.25541
C -0.50470 0.86656 0.14959
C -1.91529 0.90092 -0.50978
H 1.46266 -2.64068 1.99327
H 2.25552 -0.69533 -0.68120
H -2.31764 0.06902 -1.12604
H -0.76472 -2.55547 -0.25854
H 1.94248 -0.88731 1.79249
H 0.02104 -0.66739 -1.28517
H -0.44878 1.21423 1.17948
H -2.68726 1.30315 0.22231
*
```



Record 9
Molecular formula: C4H8N2OS
Method: DFT, wB97M-V/def2-TZVPD

Summary:
HOMO energy in eV: -7.74
Energy relative to the best compared isomer or geometry (same formula, charge and spin) in kJ/mol: 281.5
Max |F| in eV/Å: 4.76

ORCA input file:
```
! wB97M-V def2-TZVPD RIJCOSX def2/J DEFGRID3
* xyz 0 1
S 1.34277 1.43938 -0.42614
O 2.05983 -1.46510 0.12182
N -0.94721 0.05636 1.39434
N 1.73148 0.96887 1.19963
C 0.39396 -0.09969 -0.82177
C -2.29275 0.15302 -0.67032
C 1.10038 -1.35887 -0.57446
C -1.05306 0.03360 0.17467
H 2.42700 1.68529 1.66757
H -2.05424 0.26718 -1.73143
H -2.61792 1.03105 -0.06788
H -3.05790 -0.65287 -0.52948
H -0.01037 0.19479 1.88435
H 0.16656 0.07021 -1.87408
H 0.67093 -2.30442 -0.98440
H 2.14054 -0.01880 1.23758
*
```



Record 10
Molecular formula: C4H8N2OS
Method: DFT, wB97M-V/def2-TZVPD

Summary:
HOMO energy (alpha / beta) in eV: -10.83 / -10.83
Energy relative to the best compared isomer or geometry (same formula, charge and spin) in kJ/mol: 858.4
Max |F| in eV/Å: 6.68

ORCA input file:
```
! wB97M-V def2-TZVPD RIJCOSX def2/J DEFGRID3
* xyz 0 1
S 1.05747 -1.19121 -0.16696
O 0.44169 -2.48634 0.18022
N 1.79140 -0.60238 0.99626
N 2.45908 2.52447 -0.55587
C -1.15979 0.44276 1.16460
C -1.40949 -0.21050 -0.10816
C 2.43568 1.51616 -0.04943
C -0.20353 -0.14252 -0.98385
H 0.07010 1.01542 -1.08889
H -0.56623 -0.56582 -1.87919
H -1.10936 1.57689 0.98124
H 2.03501 -1.31117 -1.22689
H -0.14496 0.30594 1.57447
H -1.54580 -1.27428 0.06831
H -2.23177 0.14465 -0.69550
H -1.91949 0.25794 1.78961
*
```



Record 11
Molecular formula: C4H8N2OS
Method: DFT, wB97M-V/def2-TZVPD

Summary:
HOMO energy in eV: -8.78
Energy relative to the best compared isomer or geometry (same formula, charge and spin) in kJ/mol: 757.2
Max |F| in eV/Å: 5.97

ORCA input file:
```
! wB97M-V def2-TZVPD RIJCOSX def2/J DEFGRID3
* xyz 0 1
S -1.38472 2.47584 1.51383
O 1.54703 -0.77742 -2.35388
N 0.62358 1.33020 0.02310
N -1.79532 -0.64106 0.92899
C 0.70907 -0.18057 -0.17851
C -0.41024 1.29266 0.93484
C -0.33931 -0.24828 1.07148
C 0.32921 -0.75208 -1.39167
H -2.39791 -0.03507 1.88193
H 0.20991 -1.83577 -1.18978
H 2.01078 0.74348 -2.22565
H -0.62574 -0.17405 -1.72576
H -1.63353 -1.91214 0.90586
H 0.18094 -0.71820 1.87469
H 1.37048 1.92845 -0.28471
H 1.60579 -0.49599 0.21524
*
```



Record 12
Molecular formula: C4H8N2OS
Method: DFT, wB97M-V/def2-TZVPD

Summary:
HOMO energy in eV: -8.60
Energy relative to the best compared isomer or geometry (same formula, charge and spin) in kJ/mol: 416.9
Max |F| in eV/Å: 4.74

ORCA input file:
```
! wB97M-V def2-TZVPD RIJCOSX def2/J DEFGRID3
* xyz 0 1
S -1.97595 -0.16889 1.52743
O -1.80826 1.76939 -0.45686
N -0.95842 0.67926 -0.76691
N 1.40077 -0.21349 1.73025
C -1.17777 -0.38120 0.06729
C -0.67692 -1.71979 -0.32193
C 1.55432 0.44525 0.73006
C 2.00725 0.99175 -0.37454
H -1.39251 -2.44743 -0.36433
H 1.24578 0.20791 2.56713
H -0.91366 0.43057 -1.77706
H 1.28020 1.23859 -1.29869
H -0.32662 -1.66799 -1.35514
H -1.45947 1.85144 0.45711
H 3.00997 1.00078 -0.63076
H 0.19129 -2.01616 0.26695
*
```